(1)
Computed, not measured: a molecular structure, C36H34N4O6RbSSb in a non-equilibrium geometry, with the ωB97M-V functional and the def2-TZVPD basis.

relative energy (zero: lowest compared OMol25 entry of this formula, charge and spin): 0.787 eV
LUMO energy: 3.665 eV

```
! wB97M-V def2-TZVPD RIJCOSX def2/J DEFGRID3
* xyz -2 1
Rb -0.26 0.19 0.73
C 3.16 -3.34 2.33
C 2.11 -2.57 1.58
N 1.17 -1.92 2.16
N 1.09 -1.98 3.52
C 0.53 -0.89 4.04
O 0.24 0.20 3.49
C 0.25 -1.01 5.53
C -0.32 0.08 6.18
C -0.62 0.02 7.54
C -0.34 -1.13 8.26
C 0.23 -2.23 7.62
C 0.52 -2.16 6.26
C 2.21 -2.45 0.10
C 3.44 -2.65 -0.53
C 3.56 -2.42 -1.89
C 2.45 -2.00 -2.60
C 1.26 -1.85 -1.90
N 1.13 -2.08 -0.60
H 2.80 -3.56 3.33
H 4.08 -2.76 2.43
H 3.41 -4.27 1.81
H -0.53 0.96 5.60
H -1.06 0.87 8.03
H -0.57 -1.19 9.32
H 0.44 -3.13 8.17
H 0.96 -3.00 5.74
H 4.31 -2.95 0.05
H 4.52 -2.53 -2.38
H 2.50 -1.76 -3.65
H 0.37 -1.50 -2.42
O 2.76 2.05 -6.10
C 3.57 1.78 -5.19
O 4.77 1.45 -5.28
C 2.95 1.64 -3.77
C 3.75 1.29 -2.69
C 3.16 1.13 -1.45
N 1.86 1.30 -1.21
C 1.09 1.65 -2.25
C 1.60 1.81 -3.54
C -0.40 1.79 -1.94
O -1.17 1.14 -2.69
O -0.72 2.46 -0.93
H 4.81 1.15 -2.85
H 3.76 0.83 -0.59
H 0.94 2.06 -4.36
O -2.66 -1.07 -0.17
S -2.48 -1.40 -1.62
C -3.94 -0.82 -2.48
C -3.77 0.01 -3.58
C -4.90 0.47 -4.24
C -6.17 0.13 -3.80
C -6.32 -0.68 -2.68
C -5.21 -1.16 -2.01
C -2.86 -3.16 -1.73
C -2.98 -3.78 -2.96
C -3.19 -5.14 -3.02
C -3.27 -5.88 -1.85
C -3.13 -5.26 -0.62
C -2.92 -3.88 -0.55
H -2.77 0.32 -3.86
H -4.78 1.12 -5.10
H -7.04 0.51 -4.31
H -7.32 -0.93 -2.32
H -5.31 -1.79 -1.14
H -2.92 -3.19 -3.88
H -3.29 -5.64 -3.98
H -3.43 -6.96 -1.89
H -3.18 -5.83 0.30
H -2.80 -3.36 0.39
C -0.19 5.44 1.35
Sb 0.21 3.46 2.10
C -1.88 2.96 2.14
C 0.24 4.10 4.18
H -1.03 5.89 1.89
H -0.44 5.35 0.29
H 0.68 6.09 1.45
H -2.37 3.53 2.93
H -2.05 1.90 2.33
H -2.30 3.22 1.17
H -0.65 4.71 4.40
H 1.13 4.70 4.38
H 0.25 3.22 4.82
*
```

***

(2)
Computed, not measured: a molecular structure, C36H35CsI2N12O4S5, with the ωB97M-V functional and the def2-TZVPD basis.

relative energy (zero: lowest compared OMol25 entry of this formula, charge and spin): 0.000 eV
LUMO energy: 3.505 eV

```
! wB97M-V def2-TZVPD RIJCOSX def2/J DEFGRID3
* xyz -2 1
Cs -0.32 -0.51 -0.35
C -4.90 0.83 -2.06
C -3.69 -0.06 -1.76
O -2.58 0.39 -2.07
C -3.98 -1.25 -1.04
C -3.19 -2.36 -0.70
C -3.56 -3.08 0.58
N -2.17 -2.83 -1.41
N -2.04 -2.38 -2.70
C -0.80 -2.24 -3.14
O 0.28 -2.46 -2.54
C -0.77 -1.75 -4.57
C 0.44 -1.78 -5.26
C 0.51 -1.33 -6.58
C -0.62 -0.84 -7.21
C -1.83 -0.79 -6.52
C -1.90 -1.24 -5.21
H -4.87 1.72 -1.43
H -5.85 0.32 -1.91
H -4.83 1.16 -3.10
H -4.94 -1.24 -0.53
H -4.44 -2.61 1.01
H -2.74 -2.99 1.30
H -3.75 -4.14 0.41
H 1.31 -2.15 -4.75
H 1.46 -1.36 -7.10
H -0.57 -0.49 -8.23
H -2.72 -0.40 -7.00
H -2.82 -1.21 -4.65
N 1.87 2.98 -0.02
C 2.30 2.13 0.98
N 2.59 0.88 0.81
C 2.94 0.28 2.00
C 2.96 1.10 3.08
S 2.54 2.70 2.61
C 3.14 -1.17 1.99
C 3.90 -1.89 2.85
S 3.75 -3.58 2.48
C 2.68 -3.17 1.16
N 2.45 -1.89 1.04
N 2.23 -4.09 0.28
H 1.62 2.46 -0.86
H 1.05 3.49 0.29
H 3.09 0.82 4.12
H 4.51 -1.53 3.66
H 2.08 -5.05 0.57
H 1.53 -3.76 -0.37
N 2.41 -0.96 7.91
C 1.56 -0.69 6.82
C 0.53 0.23 6.94
C -0.33 0.47 5.88
C -0.15 -0.21 4.68
C 0.86 -1.14 4.56
C 1.72 -1.38 5.62
S -1.25 0.08 3.29
O -2.54 0.41 3.86
O -1.13 -1.14 2.52
N -0.65 1.24 2.38
C -0.77 2.52 2.76
N -0.63 3.46 1.78
C -0.72 4.73 2.13
C -0.95 5.16 3.43
C -1.06 4.14 4.36
N -0.98 2.86 4.06
H 2.54 -0.17 8.52
H 3.30 -1.35 7.64
H 0.38 0.76 7.88
H -1.14 1.18 5.95
H 0.97 -1.69 3.63
H 2.50 -2.12 5.52
H -0.61 5.45 1.33
H -1.02 6.20 3.70
H -1.23 4.36 5.42
C -1.98 3.52 -1.46
C -1.22 2.95 -2.60
N -0.05 2.41 -2.50
C 0.37 1.88 -3.70
C -0.49 2.05 -4.74
S -1.88 2.88 -4.20
C 1.62 1.13 -3.77
C 2.43 1.02 -4.85
S 3.69 -0.10 -4.51
C 3.04 -0.33 -2.91
N 2.00 0.39 -2.67
C 3.62 -1.30 -1.95
H -2.81 2.86 -1.21
H -2.38 4.51 -1.69
H -1.34 3.57 -0.58
H -0.41 1.64 -5.74
H 2.33 1.50 -5.81
H 4.66 -1.54 -2.19
H 3.03 -2.22 -1.99
H 3.54 -0.90 -0.95
I -1.17 -4.65 -0.84
I 0.43 -7.30 0.18
*
```

***

(3)
Computed, not measured: a molecular structure, C36H35F5IN6O2S in a non-equilibrium geometry, with the ωB97M-V functional and the def2-TZVPD basis.

LUMO energy: -5.209 eV

```
! wB97M-V def2-TZVPD RIJCOSX def2/J DEFGRID3
* xyz 1 1
O 2.87 -2.02 8.58
C 2.46 -1.26 7.73
O 2.87 0.02 7.65
C 3.88 0.23 6.62
C 3.27 0.19 5.21
C 3.99 1.07 4.17
C 3.89 0.36 2.81
F 3.99 1.31 1.84
F 2.70 -0.24 2.63
C 5.10 -0.61 2.61
F 6.08 0.06 2.01
F 4.79 -1.68 1.88
F 5.59 -1.06 3.78
C 1.39 -1.77 6.77
C 0.20 -1.04 6.70
C -0.76 -1.43 5.84
N -0.57 -2.53 5.07
I -2.11 -3.04 3.79
C 0.55 -3.25 5.15
S 0.68 -4.67 4.11
C 1.57 -2.89 6.01
H 4.63 -0.56 6.74
H 4.38 1.17 6.86
H 3.18 -0.86 4.90
H 2.25 0.57 5.29
H 3.48 2.03 4.03
H 5.04 1.29 4.41
H 0.08 -0.15 7.32
H -1.67 -0.86 5.77
H 1.84 -5.20 4.57
H 2.48 -3.47 6.08
N 1.77 3.22 -2.97
C 1.01 2.16 -3.22
C 1.06 0.99 -2.48
C 1.96 0.92 -1.43
C 2.77 2.01 -1.16
C 2.63 3.14 -1.96
H 0.32 2.26 -4.05
H 0.42 0.15 -2.72
H 2.04 0.02 -0.83
H 3.48 2.00 -0.35
H 3.23 4.02 -1.78
N -1.98 0.05 -3.80
C -2.34 -0.18 -2.53
C -3.51 -0.82 -2.17
C -4.37 -1.25 -3.17
C -4.02 -1.02 -4.49
C -2.82 -0.37 -4.75
H -1.64 0.17 -1.78
H -3.75 -0.98 -1.12
H -5.30 -1.75 -2.93
H -4.66 -1.33 -5.30
H -2.51 -0.17 -5.76
N 0.63 5.62 1.59
C 1.64 4.93 1.05
C 2.97 5.13 1.39
C 3.27 6.09 2.33
C 2.24 6.82 2.90
C 0.94 6.54 2.50
H 1.35 4.19 0.32
H 3.75 4.54 0.92
H 4.30 6.28 2.61
H 2.44 7.59 3.64
H 0.10 7.08 2.92
N -7.26 -0.22 -5.66
C -6.55 0.41 -6.60
C -7.00 0.64 -7.89
C -8.26 0.19 -8.24
C -9.01 -0.47 -7.28
C -8.47 -0.65 -6.02
H -5.57 0.75 -6.28
H -6.37 1.17 -8.60
H -8.64 0.35 -9.23
H -10.00 -0.85 -7.52
H -9.03 -1.16 -5.24
N -1.50 -4.15 -3.29
C -0.97 -5.37 -3.44
C 0.37 -5.60 -3.72
C 1.21 -4.50 -3.86
C 0.68 -3.23 -3.71
C -0.67 -3.11 -3.43
H -1.66 -6.19 -3.33
H 0.74 -6.61 -3.83
H 2.26 -4.64 -4.08
H 1.30 -2.35 -3.81
H -1.13 -2.14 -3.30
*
```

***

no.,Kohn-Sham gap (eV),total energy (eV),HOMO level (eV)
1,6.64,-74159.937,-2.97
2,5.84,-134903.309,-2.33
3,5.71,-83450.261,-10.92